DFT (wB97M-V/def2-TZVPD) results for a molecular structure, C23H15Br4Cl5N5NaO4S in a non-equilibrium geometry.

molar mass: 977.342 g mol⁻¹
DFT total energy: -14617.81924 Ha
Kohn-Sham gap: 0.18944 hartree
net charge: -2

Atoms and positions in Å:
Na (0.669, -1.080, -0.198)
C (1.412, -2.841, 3.891)
O (0.535, -2.944, 2.777)
C (-0.144, -1.850, 2.382)
O (-0.700, -1.869, 1.311)
N (-0.236, -0.819, 3.283)
N (-0.629, 0.462, 2.773)
H (1.867, -3.822, 3.999)
H (0.868, -2.592, 4.806)
H (2.189, -2.101, 3.688)
H (0.596, -0.703, 3.845)
H (-1.494, 0.352, 2.251)
H (0.093, 0.721, 2.090)
C (-5.611, 2.258, -0.244)
N (-4.385, 3.020, -0.237)
C (-4.247, 4.324, -0.670)
C (-2.954, 4.652, -0.528)
N (-2.305, 3.543, -0.008)
C (-3.190, 2.512, 0.182)
S (-2.983, 0.987, 0.813)
C (-0.883, 3.476, 0.110)
C (-0.131, 4.631, 0.306)
C (1.249, 4.498, 0.273)
C (1.804, 3.249, 0.024)
C (0.930, 2.188, -0.148)
N (-0.385, 2.291, -0.071)
H (-6.421, 2.934, -0.508)
H (-5.785, 1.820, 0.739)
H (-5.551, 1.444, -0.967)
H (-5.069, 4.887, -1.068)
H (-2.439, 5.544, -0.821)
H (-0.585, 5.591, 0.505)
H (1.879, 5.364, 0.437)
H (2.870, 3.079, -0.030)
H (1.313, 1.221, -0.368)
Br (6.585, 1.418, 2.679)
C (5.348, 0.616, 1.487)
C (5.689, 0.309, 0.191)
Br (7.437, 0.679, -0.453)
C (4.738, -0.274, -0.671)
Br (5.171, -0.737, -2.458)
C (3.418, -0.578, -0.284)
O (2.552, -1.114, -1.039)
C (3.051, -0.229, 1.109)
O (1.848, -0.456, 1.508)
C (4.032, 0.337, 1.920)
Br (3.469, 0.726, 3.702)
Cl (-0.678, -2.329, -2.230)
C (-1.253, -0.933, -3.209)
C (-0.733, 0.298, -2.924)
C (-1.213, 1.315, -3.693)
Cl (-0.553, 2.982, -3.460)
C (-2.172, 1.160, -4.687)
Cl (-2.764, 2.507, -5.626)
C (-2.665, -0.118, -4.946)
Cl (-3.843, -0.368, -6.198)
C (-2.191, -1.194, -4.198)
Cl (-2.785, -2.801, -4.532)


DFT (wB97M-V/def2-TZVPD) results for a molecular structure, F8H18N4Na5O25S8 in a non-equilibrium geometry.

molar mass: 997.617 g mol⁻¹
DFT total energy: -6906.69199 Ha
Kohn-Sham gap: 0.24462 hartree
net charge: +1

Atoms and positions in Å:
Na (-2.618, -3.389, -0.639)
Na (-1.481, 3.539, 1.275)
Na (2.497, 4.262, 2.949)
Na (4.049, -1.261, 0.364)
Na (-1.629, 0.787, 3.426)
N (-3.946, 0.238, 3.571)
S (-4.422, -1.244, 3.250)
O (-5.510, -1.375, 2.361)
O (-4.190, -2.223, 4.235)
F (-3.139, -1.563, 2.228)
S (-5.223, 0.731, 4.483)
O (-5.579, -0.106, 5.558)
O (-6.217, 1.419, 3.755)
F (-4.424, 1.949, 5.146)
N (-0.490, 1.104, 1.415)
S (0.981, 1.258, 0.840)
O (1.108, 2.255, -0.158)
O (1.717, 0.070, 0.719)
F (1.631, 2.030, 2.137)
S (-1.084, 0.145, 0.160)
O (-0.991, -1.256, 0.353)
O (-0.995, 0.719, -1.127)
F (-2.590, 0.478, 0.530)
N (-1.170, -4.666, -2.050)
S (0.061, -3.719, -2.322)
O (-0.275, -2.435, -2.869)
O (1.326, -4.262, -2.639)
F (0.369, -3.297, -0.753)
S (-1.488, -5.052, -3.661)
O (-0.539, -5.858, -4.316)
O (-2.236, -4.058, -4.329)
F (-2.643, -6.081, -3.279)
N (4.366, -0.093, -1.590)
S (5.645, 0.152, -2.493)
O (5.638, 1.461, -3.052)
O (6.198, -0.906, -3.236)
F (6.681, 0.339, -1.272)
S (3.241, -0.329, -2.799)
O (3.273, -1.608, -3.375)
O (2.911, 0.801, -3.589)
F (1.996, -0.349, -1.785)
O (-0.872, 2.217, -3.527)
H (-1.327, 1.426, -3.196)
H (0.039, 2.124, -3.226)
O (2.226, -2.605, 1.623)
H (1.501, -2.659, 0.985)
H (1.805, -2.710, 2.482)
O (3.937, 1.812, 0.288)
H (3.995, 1.099, -0.383)
H (3.828, 2.605, -0.253)
O (3.776, 2.679, 4.134)
H (3.994, 1.792, 3.827)
H (4.598, 3.015, 4.512)
O (-0.402, -1.833, 3.414)
H (-0.858, -2.204, 4.180)
H (-1.004, -1.993, 2.676)
O (-3.498, 2.493, 1.982)
H (-4.316, 2.753, 1.543)
H (-3.676, 1.586, 2.305)
O (-2.249, -0.272, -3.544)
H (-1.632, -0.809, -3.029)
H (-3.007, -0.845, -3.694)
O (2.483, 3.679, -2.050)
H (1.784, 3.284, -1.521)
H (2.759, 2.988, -2.668)
O (-1.462, 4.008, -1.053)
H (-1.339, 4.553, -1.838)
H (-1.891, 3.210, -1.395)


Calculated lowest unoccupied orbital energy, 3.829, -5.587 eV (same order as the records).